C14H19ClO5Se2Ti as an isolated structure at a distorted geometry. Source: OMol25; level of theory: ωB97M-V with the def2-TZVPD basis set.

```
42
Properties=species:S:1:pos:R:3:forces:R:3
Ti -0.27252 0.83247 0.69664 -0.9 -0.1 0.7
C 0.98597 0.58334 4.18032 0.1 0.0 0.1
Se -0.59440 1.21763 3.27874 0.0 0.3 0.0
C -1.80558 -0.24628 3.62664 -0.1 -0.1 0.1
C -1.34687 -1.60721 3.14603 0.0 -0.1 0.2
Se -0.87709 -1.71088 1.25518 -0.3 0.0 -0.2
C 0.87569 -2.50778 1.46593 0.0 -0.1 0.0
H 0.76360 0.54041 5.24242 0.1 0.0 0.0
H 1.76798 1.31268 3.98952 0.0 0.0 0.0
H 1.29707 -0.38635 3.80561 0.0 0.0 0.0
H -2.72736 0.06837 3.14241 -0.1 0.0 0.0
H -1.98377 -0.27046 4.70106 0.0 0.0 0.0
H -2.13419 -2.33884 3.31641 0.0 0.0 0.0
H -0.45983 -1.94817 3.67574 0.0 0.0 0.1
H 0.75917 -3.39656 2.07907 0.0 0.0 0.0
H 1.56945 -1.80412 1.91237 0.0 0.0 0.0
H 1.21597 -2.78347 0.47280 0.0 0.0 0.0
C 1.90019 -1.00463 -4.19902 0.0 0.0 0.0
C 0.62930 -0.52589 -3.55563 -0.1 -0.3 -0.1
C -0.55968 -1.23596 -3.69630 0.1 0.0 0.0
C -1.72745 -0.82026 -3.07826 -0.1 -0.1 0.0
Cl -3.17357 -1.77029 -3.23137 0.1 0.1 0.0
C -1.75292 0.35145 -2.35038 -0.1 0.1 0.1
C -0.57840 1.08449 -2.19993 0.2 0.2 -0.1
C 0.60652 0.61922 -2.77089 0.2 0.2 0.2
O 1.83352 1.21880 -2.58968 0.0 -0.1 0.0
C 2.10401 1.92798 -1.40882 0.1 -0.1 0.0
C 1.70345 1.16614 -0.16770 0.6 0.0 -0.3
O 1.25607 -0.02929 -0.24638 0.4 -0.1 -0.2
O 1.53488 1.74428 0.94823 0.1 0.2 -0.2
H 1.72002 -1.92360 -4.75387 0.0 0.0 0.0
H 2.67320 -1.19524 -3.45283 0.0 0.0 0.0
H 2.30479 -0.26046 -4.88544 0.0 0.0 0.0
H -0.57201 -2.14544 -4.28518 0.0 0.0 0.0
H -2.68460 0.69621 -1.92489 0.0 0.0 0.0
H -0.61388 2.07670 -1.76019 0.0 0.0 0.1
H 1.61224 2.90311 -1.36660 -0.1 0.0 0.0
H 3.17963 2.10252 -1.38151 0.0 0.0 -0.1
O -2.28369 1.14445 0.78521 -0.2 0.5 -0.2
C -2.14185 2.41316 0.58840 0.2 -0.5 0.0
O -0.97838 2.85620 0.47330 -0.3 0.0 -0.1
H -3.02470 3.05154 0.52285 0.0 0.1 0.0
```
Forces are in eV/Å.

Calculated values
energy	-191390.8691	eV
2S+1	2
expectation value of S²	0.75
total charge	+1
energy relative to the best compared isomer or geometry (same formula, charge and spin)	15.1	kcal per mole
HOMO-LUMO gap (alpha / beta)	7.718 / 7.779	eV
E_HOMO (alpha / beta)	-11.38 / -11.38	eV

C14H19F6IN2O4S as an isolated structure at a distorted geometry. Source: OMol25; level of theory: ωB97M-V with the def2-TZVPD basis set.

```
47
Properties=species:S:1:pos:R:3:forces:R:3
O 0.82154 -2.63665 0.52481 -0.9 0.9 0.2
S 0.09873 -3.62457 -0.19068 3.6 0.6 0.4
O 0.80138 -4.84552 -0.29854 -1.5 -1.2 -0.3
F -1.27071 -3.79699 0.53704 0.0 -0.2 -0.7
N -0.12650 -3.02778 -1.73667 -1.4 -0.1 0.4
I -0.05309 -0.97595 -1.90742 0.0 -0.6 -0.2
C -1.13140 -3.69838 -2.55643 -0.6 -0.3 -0.1
F -1.08352 -3.16366 -3.80152 0.3 0.1 0.1
F -0.74651 -4.99310 -2.68123 0.2 0.2 0.0
C -2.58280 -3.69094 -2.08775 0.0 -0.5 -0.2
C -3.36984 -4.76839 -2.46733 0.6 -0.6 -0.5
C -4.68050 -4.84963 -2.09095 -0.9 -0.4 0.0
C -5.27008 -3.84164 -1.35236 -0.6 -0.2 0.1
C -4.50410 -2.76952 -0.97698 -0.4 0.2 0.5
C -5.07464 -1.62938 -0.16326 0.4 0.6 -1.4
F -6.41190 -1.59069 -0.21877 0.1 -0.3 0.5
F -4.65686 -0.45931 -0.73145 0.0 -0.1 0.4
F -4.65452 -1.60800 1.10252 -0.3 -0.1 0.1
C -3.17977 -2.71187 -1.33632 1.1 1.2 0.4
H -2.95101 -5.57423 -3.06080 0.0 0.1 0.1
H -5.28085 -5.71172 -2.36662 0.2 0.1 -0.1
H -6.31784 -3.89606 -1.07275 0.2 0.0 0.0
H -2.60950 -1.85477 -0.98520 0.0 -0.1 -0.1
C 1.38072 1.43553 -0.60620 0.3 0.6 -0.1
O 1.31616 2.83651 -0.44610 -0.1 -0.3 0.0
C 0.55330 3.25375 0.68478 0.0 0.4 0.0
C 1.44684 3.85418 1.75286 0.2 -0.3 -0.1
N 2.27575 2.83534 2.38729 0.0 0.2 0.0
C 3.33158 3.37190 3.24462 0.0 -0.3 -0.1
C 4.42060 4.22219 2.59178 0.1 0.1 0.3
O 5.26838 3.50663 1.71087 -0.2 0.1 -0.1
C 4.78731 3.37174 0.38597 0.2 -0.2 0.1
H 1.84101 1.23164 -1.57403 0.1 0.1 0.0
H 1.99891 0.97081 0.16837 -0.2 -0.3 0.0
H 0.38003 0.99081 -0.58868 0.1 0.3 0.3
H -0.05247 2.43614 1.08681 0.1 -0.1 0.0
H -0.12939 4.03132 0.33116 0.0 0.0 0.0
H 0.82291 4.33130 2.51409 0.0 0.0 0.0
H 2.05729 4.62998 1.27306 -0.2 0.1 0.0
H 2.70872 2.27006 1.66911 0.0 0.0 0.0
H 3.81998 2.51369 3.71291 0.0 0.1 0.0
H 2.86787 3.94867 4.05118 0.0 0.1 0.0
H 5.06973 4.58241 3.39463 0.0 0.0 0.0
H 4.02004 5.11805 2.10293 -0.1 -0.1 -0.1
H 4.18952 4.23159 0.07351 -0.1 0.0 0.0
H 4.20833 2.45122 0.27265 -0.1 0.1 -0.1
H 5.65115 3.29329 -0.27498 0.0 0.0 0.0
```
Forces are in eV/Å.

Calculated values
energy	-61234.6356	eV
total charge	0
energy relative to the best compared isomer or geometry (same formula, charge and spin)	0.0	kcal per mole
HOMO-LUMO gap	7.503	eV
E_HOMO	-8.76	eV

A 2-piece molecular cluster, C14H19F6P overall. Source: OMol25; level of theory: ωB97M-V with the def2-TZVPD basis set.

```
40
Properties=species:S:1:pos:R:3:forces:R:3
F 3.36845 -2.41098 1.33387 0.1 0.0 -0.4
C 3.87792 -2.10810 0.12391 0.1 -0.1 0.1
F 3.86835 -3.19369 -0.64412 0.0 0.3 0.3
F 5.14836 -1.70088 0.29875 -0.4 -0.1 -0.1
C 3.05164 -0.97111 -0.51094 -0.1 0.1 -0.1
F 3.65686 -0.64776 -1.68608 0.0 -0.1 0.2
F 1.82235 -1.47049 -0.81355 0.2 0.1 0.0
C 2.91505 0.24822 0.39567 0.2 -0.1 -0.2
C 2.80295 1.57269 -0.37352 -0.2 0.2 0.3
C 1.74096 2.54268 0.18933 0.4 0.0 -0.2
P 0.03957 2.19579 -0.33412 0.0 0.1 0.0
C -1.12574 1.84211 0.97004 0.0 -0.1 0.2
C -0.79215 0.67162 1.92773 -0.3 0.1 0.2
C -2.01208 -0.24874 2.00511 0.2 -0.2 0.0
C -2.40210 -0.78799 0.64890 -0.1 -0.2 -0.3
C -3.72123 -1.15389 0.37432 0.1 0.2 -0.2
C -4.09116 -1.57235 -0.90050 0.2 0.0 0.0
C -3.16315 -1.66241 -1.93958 0.4 -0.3 0.3
C -1.83589 -1.35269 -1.65094 -0.2 0.1 0.2
C -1.46639 -0.92026 -0.37974 -0.1 -0.1 0.0
H 3.79102 0.27547 1.04336 0.0 0.1 0.1
H 2.05689 0.06582 1.03786 -0.1 -0.1 0.0
H 3.75475 2.09534 -0.29632 0.0 0.0 -0.1
H 2.62663 1.40730 -1.43461 0.0 0.0 0.0
H 1.79035 2.61115 1.27683 -0.1 -0.1 0.0
H 1.96924 3.54073 -0.18971 -0.1 0.0 0.0
H 0.06731 1.20929 -1.31855 -0.1 -0.1 0.0
H -0.41756 3.34079 -0.98671 0.0 0.0 -0.1
H -1.26638 2.77675 1.51709 0.0 0.1 0.0
H -2.06385 1.61656 0.45231 0.0 0.1 -0.1
H 0.07643 0.08978 1.62710 0.1 0.1 -0.1
H -0.58043 1.07804 2.91717 0.1 0.0 0.0
H -2.83482 0.32576 2.43744 -0.1 -0.1 0.0
H -1.80079 -1.07061 2.69476 0.0 0.1 0.1
H -4.47034 -1.06908 1.15454 0.0 0.0 0.0
H -5.12396 -1.81632 -1.11051 0.0 0.0 0.0
H -3.46944 -1.92348 -2.96850 -0.4 0.4 -0.1
H -1.08665 -1.42483 -2.43086 0.0 -0.1 0.0
H -0.41678 -0.73156 -0.17987 0.0 0.0 0.0
F -4.28423 -1.26868 -4.27736 0.1 -0.1 0.0
```
Forces are in eV/Å.

Calculated values
energy	-40416.8196	eV
total charge	0
HOMO-LUMO gap	5.263	eV
E_HOMO	-6.15	eV

A 3-piece molecular cluster, C14H19IN4O2S overall at a distorted geometry. Source: OMol25; level of theory: ωB97M-V with the def2-TZVPD basis set.

```
41
Properties=species:S:1:pos:R:3:forces:R:3
S 2.58337 -0.70806 -0.32985 -0.2 0.3 0.6
C 0.94357 -0.08189 0.14213 -2.5 0.0 0.8
C 0.78300 1.24791 0.84298 -2.6 -1.4 -0.5
C -0.56119 1.64145 1.20580 1.0 -0.7 -0.5
C -1.77754 0.81969 0.89420 1.1 -0.3 -0.2
N -3.01854 1.29144 1.29836 -0.6 -2.3 -1.3
C -4.04646 0.48542 0.94192 1.4 -0.3 -0.4
C -3.82943 -0.78618 0.19233 0.4 -0.2 0.0
I -5.61742 -1.90963 -0.33893 1.0 0.6 0.3
N -2.65456 -1.33127 -0.19772 -1.7 3.4 1.9
C -1.63458 -0.46463 0.18639 3.1 0.3 -0.2
C -0.22447 -0.88141 -0.16800 0.5 1.3 0.7
H 2.82772 -1.68648 0.61585 -0.6 0.8 -0.6
H 1.67582 1.89080 1.06380 -1.1 -0.8 -0.2
H -0.73676 2.61885 1.74765 0.1 -1.3 -0.8
H -5.09199 0.78041 1.21408 1.2 -0.3 -0.3
H -0.06983 -1.86803 -0.68619 -0.2 1.2 0.6
C 0.26219 5.07583 0.89817 0.1 0.1 -0.1
O -0.75020 4.89792 1.54956 0.0 0.1 -0.2
N 0.30225 5.43088 -0.40724 0.2 -0.1 0.4
C 1.55116 5.62282 -1.11646 -0.3 0.0 -0.1
C -0.94849 5.62500 -1.11823 -0.1 -0.1 0.3
H 1.26407 4.95410 1.34332 0.1 0.0 -0.1
H 1.59796 6.64848 -1.49029 0.2 -0.1 -0.1
H 1.59654 4.92760 -1.95805 0.2 0.1 0.0
H 2.40254 5.44368 -0.46001 -0.1 0.0 0.0
H -1.52502 6.40997 -0.62474 -0.1 -0.1 -0.1
H -1.52592 4.69871 -1.08982 -0.1 0.1 -0.1
H -0.75758 5.90618 -2.15297 0.1 0.0 0.1
C 1.81807 -4.74364 -1.36679 -0.1 -0.1 0.1
O 1.84405 -3.52755 -1.39660 -0.1 -0.3 0.2
N 1.45773 -5.49060 -0.29431 0.1 0.0 -0.4
C 1.45012 -6.93924 -0.33070 -0.1 0.2 0.2
C 1.06676 -4.81533 0.92982 0.0 0.2 -0.2
H 2.09604 -5.35183 -2.24350 0.0 -0.1 0.0
H 0.43937 -7.29846 -0.12305 0.1 -0.2 0.0
H 2.13431 -7.32134 0.43076 -0.1 -0.2 -0.1
H 1.76445 -7.30506 -1.30794 0.0 0.1 0.0
H 0.20845 -4.17092 0.72789 0.0 0.0 0.2
H 1.89438 -4.19372 1.27829 -0.1 0.0 0.1
H 0.80605 -5.54186 1.69805 0.0 0.0 -0.1
```
Forces are in eV/Å.

Calculated values
energy	-43815.6239	eV
total charge	0
energy relative to the best compared isomer or geometry (same formula, charge and spin)	30.9	kcal per mole
HOMO-LUMO gap	8.098	eV
E_HOMO	-8.66	eV

A 2-piece molecular cluster, C14H19N3O3 overall at a distorted geometry. Source: OMol25; level of theory: ωB97M-V with the def2-TZVPD basis set.

```
39
Properties=species:S:1:pos:R:3:forces:R:3
C 0.51168 1.79390 3.60220 0.4 -4.5 1.1
C -0.88887 1.21556 3.12571 7.9 -6.8 2.2
O -0.96140 1.13792 1.81569 0.2 -0.3 -5.6
C -1.08379 2.23244 0.95174 -0.1 -3.2 -0.3
C -1.71274 3.39986 1.30000 1.6 -1.4 2.6
C -1.64119 4.45603 0.51150 -1.2 4.7 -0.9
C -1.18781 4.37396 -0.87655 -3.2 0.9 6.4
C -0.94876 3.12477 -1.20542 1.7 -1.7 -0.6
C -0.74182 2.00728 -0.37972 -1.7 4.5 0.6
N -0.14179 0.92392 -0.84503 2.3 -3.5 7.7
C 0.11412 0.34145 -1.90496 -4.2 3.4 -12.4
O -0.31367 0.89058 -3.01964 0.7 0.3 1.8
C 0.57318 -0.90388 -2.31951 4.4 0.7 17.7
H 0.70987 -1.23966 -3.11497 0.8 -3.9 -13.1
H 1.64026 -0.86897 -1.89075 -0.2 0.2 -1.1
C 0.15851 -2.03134 -1.32534 -2.8 1.9 0.4
N -0.18599 -3.18856 -2.08263 3.0 -2.2 8.9
H -0.58244 -3.11905 -2.89176 -2.6 0.7 -5.8
C 0.92489 -4.01763 -1.94436 3.6 -2.7 -6.6
C 1.52713 -4.50752 -0.64307 -14.3 2.7 -0.5
N 1.43762 -3.40447 0.15243 8.5 -4.5 8.4
C 1.05657 -2.25880 0.04135 -5.8 10.0 -1.9
O 1.06801 -1.26864 0.88379 0.8 -3.2 -2.7
H 2.22565 -3.43465 1.04841 -3.1 0.0 -2.6
H 0.42705 -5.30270 -0.10569 3.5 1.6 -1.6
H 2.33163 -4.95767 -0.64066 7.8 -4.4 -0.2
H 1.80394 -3.45106 -2.71622 -1.2 -1.6 2.4
H 0.76619 -4.96007 -2.52535 0.0 0.7 0.2
H -0.83545 -1.66643 -1.01919 0.4 0.0 1.1
H 0.21931 0.32897 -0.07364 -0.3 0.3 0.4
H -0.60618 3.06889 -2.15181 0.6 -1.2 -3.3
H -1.59660 5.15772 -1.40556 0.4 1.5 -2.0
H -2.07236 5.41501 1.05797 1.1 -1.6 -1.8
H -1.85149 3.47632 2.36561 -0.8 0.4 0.2
H -1.71787 1.56734 3.43272 -5.5 3.3 3.5
H -0.82180 0.02010 3.59571 -0.7 3.0 -1.6
H 0.32949 2.73121 3.29799 0.9 4.1 -0.7
H 1.55535 1.26439 3.18664 -3.3 1.4 0.7
H 0.51157 1.65348 4.71239 0.2 0.6 -0.8
```
Forces are in eV/Å.

Calculated values
energy	-25426.7415	eV
total charge	0
energy relative to the best compared isomer or geometry (same formula, charge and spin)	312.8	kcal per mole
HOMO-LUMO gap	8.054	eV
E_HOMO	-7.84	eV

An isolated molecule of C14H19N3O4 at a distorted geometry. Source: OMol25; level of theory: ωB97M-V with the def2-TZVPD basis set.

```
40
Properties=species:S:1:pos:R:3:forces:R:3
C -5.93996 -0.55322 0.68049 0.2 0.0 0.0
H -6.16456 0.26095 1.36389 -0.1 0.1 0.0
H -6.26527 -0.25485 -0.31229 -0.1 0.0 0.0
C -4.44310 -0.83824 0.67848 -0.4 0.2 -0.1
C -3.66438 0.39212 0.23525 0.2 -0.4 0.2
O -4.21297 1.41645 -0.11520 -0.4 0.2 -0.1
N -2.30743 0.29874 0.27548 0.3 0.2 0.0
C -1.51859 -0.88120 0.52136 0.1 -0.4 -0.2
H -2.13985 -1.70949 0.85374 0.0 0.0 0.0
C -0.75495 -1.28478 -0.75754 -0.2 -0.1 0.5
N 0.08428 -0.18645 -1.19377 -0.3 0.0 -0.5
C 1.41439 -0.18329 -0.83778 0.4 0.4 0.2
C 2.12373 -1.39394 -1.00485 0.1 0.2 0.1
C 3.41128 -1.57725 -0.58110 0.2 0.2 0.2
C 4.10271 -0.54633 0.06923 -0.4 0.1 -0.2
C 3.46360 0.66959 0.20112 0.3 -0.1 0.0
C 2.16123 0.86819 -0.27271 0.5 -1.4 -0.2
N 1.72955 2.22732 -0.11858 -0.4 0.6 0.1
O 1.36527 2.83731 -1.10690 0.2 0.2 0.0
O 1.81391 2.71108 0.99422 -0.1 0.1 0.1
H 3.95322 1.51708 0.65476 0.0 0.0 0.0
O 5.36043 -0.82713 0.49049 0.0 -0.2 -0.1
C 6.08454 0.18334 1.15437 0.1 0.1 0.1
H 7.03899 -0.26659 1.42145 -0.1 0.1 0.0
H 5.57135 0.51287 2.06287 0.0 0.0 0.0
H 6.26057 1.04413 0.50180 0.0 0.0 0.0
H 3.91826 -2.51477 -0.74214 0.1 -0.1 0.0
H 1.63320 -2.20325 -1.52172 -0.1 0.0 0.0
C -0.73318 0.98272 -1.44223 -0.1 0.5 0.0
H -0.13361 1.80102 -1.83508 -0.2 -0.3 0.0
C -1.49987 1.41242 -0.18665 -0.1 0.2 -0.3
H -2.16819 2.24364 -0.41247 0.1 -0.1 0.1
H -0.81463 1.70961 0.61420 0.0 0.0 0.0
H -1.46612 0.70007 -2.20708 0.0 0.0 0.1
H -0.16437 -2.17313 -0.54461 0.0 0.0 -0.1
H -1.47320 -1.51322 -1.55196 0.0 -0.1 0.0
H -0.78571 -0.65692 1.30816 0.0 -0.1 0.0
H -4.11927 -1.12392 1.68199 0.1 -0.1 -0.1
H -4.22709 -1.66339 -0.00508 0.1 -0.1 0.1
H -6.49419 -1.43731 0.98641 -0.1 -0.1 0.0
```
Forces are in eV/Å.

Calculated values
energy	-27483.3926	eV
total charge	0
energy relative to the best compared isomer or geometry (same formula, charge and spin)	122.6	kcal per mole
HOMO-LUMO gap	7.714	eV
E_HOMO	-7.84	eV